# 1
Computed, not measured: one molecule with the formula C13H16N2, with ωB97M-V with the def2-TZVPD basis set.

Values from the calculation:
Orbital gap (alpha / beta): 5.18 / 6.66 eV
LUMO level (alpha / beta): 0.89 / -1.73 eV
Multiplicity: 3
Expectation value of S²: 2.0201
Highest occupied orbital energy (alpha / beta): -4.29 / -8.39 eV

```
31
C13H16N2 | the Open Molecules 2025 dataset | ωB97M-V with the def2-TZVPD basis set
C 2.815 1.816 -0.087
N 1.032 0.631 0.321
H 3.559 2.393 -0.608
H -0.477 -0.064 2.314
C 0.179 -2.409 1.238
H 0.142 -2.263 -0.887
H -1.565 -1.394 -2.040
H -1.882 0.261 1.367
H 0.357 -3.444 0.994
H -2.380 0.210 -3.742
C -2.139 0.541 -2.816
C 1.672 1.323 -0.661
H 1.433 1.281 -1.729
H 1.494 -1.543 -0.203
H 3.489 1.969 1.995
C 0.438 -1.707 -0.038
C -1.213 1.664 -1.107
C -1.322 -1.893 1.577
C 1.603 0.859 1.571
C -1.875 1.840 -2.302
H -1.432 -2.112 2.612
H -1.991 -2.363 0.856
H -2.413 2.672 -2.613
C 2.681 1.646 1.308
N -1.033 0.285 -0.892
C -1.494 -0.339 -2.010
C -1.046 -0.380 1.403
H 0.838 -1.954 2.073
H -0.500 2.233 -0.479
H 1.176 0.450 2.501
C -0.144 -0.211 0.083
```

Atomic partial charges in e from the Löwdin method, atoms 1 to 4: -0.10, -0.08, 0.09, 0.09

# 2
Computed, not measured: a 2-piece molecular cluster, C2H10NO overall, with ωB97M-V with the def2-TZVPD basis set.

Values from the calculation:
Relative energy (zero: lowest compared OMol25 entry of this formula, charge and spin): 42.8 kcal/mol
Orbital gap (alpha / beta): 15.07 / 4.76 eV
LUMO level (alpha / beta): -8.15 / -16.55 eV
Multiplicity: 2
Net charge: +2
Expectation value of S²: 0.7557
Highest occupied orbital energy (alpha / beta): -23.22 / -21.31 eV

```
14
C2H10NO | the Open Molecules 2025 dataset | ωB97M-V with the def2-TZVPD basis set
H -1.729 0.244 -0.484
H 1.889 -0.064 -2.567
N -0.972 -0.525 -0.363
H -0.621 -0.773 -1.333
H 0.579 0.855 -0.312
H -1.452 -1.302 0.205
H 0.930 -0.626 0.432
C -0.441 0.934 1.598
C 0.163 0.162 0.392
O 1.405 -0.630 -1.906
H -1.237 1.591 1.542
H 1.958 -1.317 -1.607
H 0.358 1.430 2.136
H -0.829 0.022 2.267
```

Atomic partial charges in e from the Löwdin method, atoms 1 to 4: 0.22, 0.18, 0.17, 0.17